Record 1
The following is a DFT calculation (the ωB97M-V functional and the def2-TZVPD basis) of the molecule C21H21Cl2NO3.

The geometry in XYZ format:
```
48
Properties=species:S:1:pos:R:3
Cl -3.280 1.364 3.298
Cl 0.926 3.343 5.775
O 0.678 -1.587 -5.156
O -1.285 -2.815 0.799
O -0.087 -3.696 -5.679
N -0.296 -0.281 -0.468
C -0.470 -1.921 1.714
C 0.367 2.991 -0.808
C -0.810 -3.919 -2.647
C 1.824 3.544 -1.014
C 0.740 1.667 -1.485
C 0.392 2.086 4.733
C -0.251 -2.744 -3.319
C -0.263 -1.517 -2.542
C -1.307 -3.767 -1.335
C 0.114 -2.647 -4.790
C -0.946 2.121 4.569
C -1.139 -2.616 -0.606
C -1.274 0.141 0.494
C -0.647 -1.416 -1.187
C 1.244 1.124 4.231
C 2.078 2.249 -1.757
C 0.937 0.453 -0.530
C -1.250 -0.598 1.808
C 0.745 0.275 3.230
C -1.530 1.188 3.685
C -0.623 0.308 2.865
H 0.578 -1.976 1.466
H 1.627 -0.197 -0.934
H 1.845 4.485 -1.573
H -0.943 -4.770 -3.173
H -0.647 -2.423 2.724
H 2.931 1.645 -1.444
H -1.932 -4.518 -0.867
H -1.644 2.891 5.057
H 2.217 3.473 0.024
H 1.291 0.842 0.458
H -1.335 1.169 0.680
H 0.045 -0.606 -2.979
H 0.123 1.480 -2.319
H 2.286 0.974 4.482
H -2.264 -0.908 2.023
H -2.226 0.025 0.102
H 0.234 2.957 0.257
H 0.087 -3.380 -6.582
H 2.139 2.281 -2.859
H -0.463 3.671 -1.169
H 1.464 -0.443 2.748
```

Output
2S+1 = 1
DFT total energy = -54791.7534 eV
total charge = 0
LUMO level = 0.33 eV
SMILES = O=C(O)c1ccc2c(c1)N(CC1CCC1)C[C@H](c1ccc(Cl)cc1Cl)CO2
orbital gap = 8.19 eV

Record 2
The following is a DFT calculation (the ωB97M-V functional and the def2-TZVPD basis) of a structure of composition C11H18BrCsN2O3Se3Te.

The geometry in XYZ format:
```
40
Properties=species:S:1:pos:R:3
Cs -1.002 -2.536 -0.067
Te 0.497 -6.094 -0.875
Br 4.129 -1.205 -0.025
Se -3.274 -4.856 -1.297
Se -2.019 -6.845 -0.630
Se 1.857 -7.742 0.457
O -1.361 0.069 0.197
O -0.481 -0.691 -2.327
O -2.311 2.019 0.754
N 1.939 0.447 -0.145
N -0.365 -1.325 3.576
C 1.124 4.107 0.005
C 3.321 2.837 0.134
C 1.301 1.617 -0.151
C -1.302 -0.429 -3.446
C 1.937 2.846 -0.006
C -1.714 0.450 2.491
C -2.744 -0.852 -3.213
C 4.000 1.624 0.122
C -0.313 -0.051 2.861
C -1.826 0.913 1.014
C 3.242 0.477 -0.018
H 1.756 4.991 0.096
H -3.369 -0.654 -4.087
H -2.410 -0.385 2.613
H -3.159 -0.304 -2.366
H 5.074 1.566 0.220
H 0.535 4.193 -0.908
H -1.240 0.639 -3.703
H 0.568 -1.683 3.747
H -2.795 -1.921 -2.997
H 0.228 1.568 -0.271
H 0.412 4.093 0.831
H 0.202 0.746 3.420
H -2.038 1.253 3.156
H -0.820 -1.220 4.476
H -0.843 -0.209 -1.555
H 3.869 3.764 0.248
H 0.263 -0.226 1.949
H -0.870 -0.990 -4.278
```

Output
2S+1 = 1
DFT total energy = -294748.0135 eV
total charge = -2
LUMO level = 3.52 eV
orbital gap = 3.73 eV
ΔE to the lowest compared entry with this formula, charge and spin = 28.60 kcal/mol

Record 3
The following is a DFT calculation (the ωB97M-V functional and the def2-TZVPD basis) of a structure of composition C7H9NO4S.

The geometry in XYZ format:
```
22
Properties=species:S:1:pos:R:3
S 3.011 1.400 0.474
O -0.641 1.287 1.414
O -1.784 -0.105 -0.009
O 2.164 1.187 -1.085
O 4.507 1.326 0.358
N 2.560 -1.184 -0.816
C 2.013 -2.262 0.001
C 2.142 0.022 -0.400
C 0.425 -0.579 0.283
C -0.671 0.339 0.651
C 0.673 -1.876 0.430
C -2.970 1.948 -0.529
C -3.006 0.595 0.239
H -3.822 2.380 -0.184
H 2.220 -3.242 -0.497
H -2.968 1.677 -1.541
H -0.029 -2.479 0.980
H -3.940 0.069 -0.065
H -3.153 0.876 1.243
H 2.874 -2.485 0.848
H 2.457 -1.263 -1.772
H -2.063 2.368 -0.024
```

Output
2S+1 = 1
DFT total energy = -27915.4212 eV
total charge = 0
LUMO level = 0.20 eV
orbital gap = 9.14 eV
ΔE to the lowest compared entry with this formula, charge and spin = 86.66 kcal/mol